# C2H7N5O

The molecule C2H7N5O (the ωB97M-V functional and the def2-TZVPD basis, the OMol25 dataset).

The geometry in XYZ format:
```
15
C2H7N5O the ωB97M-V functional and the def2-TZVPD basis
N -0.899 -2.087 0.001
H -1.125 1.078 -2.010
N 1.371 -2.077 -0.433
C 0.242 -1.439 -0.021
O 0.483 -0.129 0.390
H -1.270 2.190 1.570
N -0.863 0.372 -1.358
N 0.062 2.097 0.169
N -0.220 2.226 1.572
H -1.709 -1.457 0.000
H -0.235 2.840 -0.356
H 0.128 1.262 1.968
C -0.155 0.810 -0.426
H 2.321 -1.845 -0.313
H 1.346 -2.978 -0.952
```

Values from the calculation:
2S+1   1
Kohn-Sham gap   9.77 eV
ΔE to the lowest compared entry with this formula, charge and spin   1.742 eV
Lowest unoccupied orbital energy   0.8 eV

natural (NBO) charges, unit e, in atom order: -0.740 0.360 -0.827 0.696 -0.546 0.331 -0.738 -0.506 -0.625 0.356 0.370 0.379 0.684 0.397 0.410